The ion C9H20N3O3 with charge +1 at a distorted geometry. Source: the Open Molecules 2025 dataset; level of theory: ωB97M-V/def2-TZVPD.

Last column: Mulliken charge in e.
CARTESIAN COORDINATES (ANGSTROEM)
1 O 0.61 1.43 -2.77  -0.5276
2 O -1.44 -1.89 -0.47  -0.3490
3 O 0.93 -2.82 -1.54  -0.6864
4 N 1.66 0.58 -0.87  -0.1890
5 N 0.66 -1.63 -1.34  0.7509
6 N -0.34 -1.11 -0.78  -0.2480
7 C 1.59 -0.64 -1.73  0.4776
8 C 3.84 -0.25 -1.10  -0.5011
9 C 0.92 0.16 -3.23  -0.5451
10 C -2.22 -0.63 1.51  -0.1311
11 C 2.91 0.43 -0.08  -0.5567
12 C -2.50 -1.00 0.05  -0.6147
13 C -3.45 0.28 1.97  -0.3899
14 C 3.03 -1.15 -1.89  -0.7470
15 C -3.14 1.30 3.03  -1.3862
16 H 1.51 1.43 -1.53  0.4024
17 H -2.70 1.08 4.03  0.3678
18 H 4.34 0.48 -1.84  0.2644
19 H 0.19 2.03 -3.35  0.3695
20 H 3.35 -1.01 -3.02  0.2238
21 H 2.73 -0.22 0.84  0.3362
22 H 0.73 0.57 -0.31  0.3065
23 H -2.45 2.12 2.78  0.3459
24 H -1.30 0.09 1.52  0.0367
25 H 3.31 1.43 0.05  0.3601
26 H -3.70 0.87 1.09  0.3245
27 H -2.40 -0.11 -0.60  0.4029
28 H -4.00 1.96 3.38  0.3443
29 H -3.36 -1.63 0.08  0.4085
30 H 3.13 -2.18 -1.66  0.4415
31 H -4.14 -0.31 2.37  0.3576
32 H -0.11 -0.39 -3.50  0.3396
33 H 4.68 -0.78 -0.64  0.3790
34 H 1.76 0.18 -3.95  0.3376
35 H -2.23 -1.55 2.10  0.2946

Summary:
structure (SMILES)	CCCCO/N=[N+](\[O-])[C@]1(CO)CCC[NH2+]1
Kohn-Sham gap	9.54	eV
net charge	+1

A structure of composition C18H41OP3SYb at a distorted geometry. Source: the Open Molecules 2025 dataset; level of theory: ωB97M-V/def2-TZVPD.

Last column: Löwdin spin population.
CARTESIAN COORDINATES (ANGSTROEM)
1 Yb 1.02 2.41 0.13  0.2000
2 S -1.34 -0.76 0.89  -0.0023
3 P -3.16 -1.64 0.66  0.0019
4 P 3.40 0.69 -0.78  0.0035
5 P 0.49 -3.12 -1.11  0.0004
6 O 1.42 0.52 1.91  0.0109
7 C -0.47 4.08 0.02  0.1573
8 C -1.24 1.91 -0.76  0.1871
9 C 4.00 2.04 0.33  0.0009
10 C 2.10 -0.76 2.11  0.0004
11 C 3.32 1.66 -2.34  0.0028
12 C -0.41 3.57 1.33  0.1751
13 C -3.27 -1.92 -1.11  0.0002
14 C -2.84 3.96 2.22  0.0012
15 C -0.79 2.24 1.55  0.0290
16 C -0.88 3.26 -1.03  0.0382
17 C -3.16 -3.15 1.66  -0.0005
18 C 0.15 -2.37 -2.70  0.0004
19 C 4.97 -0.23 -1.05  0.0009
20 C 0.03 -4.86 -1.10  0.0001
21 C 2.25 -2.99 -0.77  0.0000
22 C -1.15 1.41 0.52  0.1470
23 C -4.52 -0.60 1.18  0.0005
24 C -3.18 4.37 0.99  0.0117
25 H -5.48 -1.07 0.89  0.0001
26 H 2.73 -2.24 -1.40  0.0000
27 H -3.90 3.82 0.38  0.0001
28 H -2.73 -3.99 1.11  0.0000
29 H -2.57 -3.00 2.58  0.0000
30 H 5.09 1.91 0.43  0.0001
31 H 0.54 0.43 2.34  0.0001
32 H -2.24 4.59 2.90  0.0023
33 H 2.39 -2.71 0.29  0.0000
34 H 2.54 1.21 -2.98  0.0009
35 H -0.94 -5.01 -1.58  0.0000
36 H 3.05 -0.70 1.57  0.0001
37 H -0.26 -2.42 -0.05  0.0001
38 H -4.19 -3.40 1.94  -0.0001
39 H -2.87 5.34 0.61  0.0026
40 H 4.29 1.56 -2.85  0.0002
41 H -0.92 1.91 2.59  -0.0009
42 H 0.81 -1.51 -2.88  0.0003
43 H -0.21 5.13 -0.16  0.0067
44 H 5.66 -0.06 -0.22  0.0001
45 H -0.02 -5.22 -0.06  0.0000
46 H -4.30 -2.19 -1.36  0.0001
47 H 1.48 -1.57 1.70  0.0000
48 H 3.83 3.04 -0.09  0.0001
49 H 5.44 0.11 -1.99  0.0001
50 H -0.97 3.69 -2.03  -0.0018
51 H -2.60 -2.75 -1.43  0.0000
52 H 2.73 -3.97 -0.94  0.0000
53 H -4.45 0.39 0.71  0.0003
54 H 0.80 -5.44 -1.63  0.0000
55 H -2.99 -1.02 -1.68  0.0000
56 H 3.57 1.95 1.34  0.0004
57 H 4.76 -1.31 -1.13  0.0000
58 H 2.26 -0.93 3.18  0.0002
59 H 0.30 -3.09 -3.52  0.0000
60 H 3.10 2.72 -2.19  0.0003
61 H -4.50 -0.49 2.28  0.0000
62 H -0.16 4.22 2.16  0.0078
63 H -1.63 1.28 -1.56  0.0132
64 H -3.27 3.07 2.70  -0.0003
65 H -0.89 -2.01 -2.75  0.0001

Summary:
spin multiplicity	2
<S²>	0.7616
Kohn-Sham gap (spin up / spin down)	4.44 / 6.66	eV
net charge	+3

A structure of composition C48H54BrF3N7O4STa at a distorted geometry. Source: the Open Molecules 2025 dataset; level of theory: ωB97M-V/def2-TZVPD.

Last column: Mulliken charge in e.
CARTESIAN COORDINATES (ANGSTROEM)
1 Ta 0.09 -0.25 -0.12  2.1519
2 Br 6.06 2.96 -2.20  -0.0703
3 S -0.17 0.81 -3.18  1.8013
4 F -0.55 3.38 -3.39  -0.2083
5 F 1.07 2.60 -4.61  -0.2082
6 F 1.33 2.83 -2.48  -0.1627
7 O -0.43 0.89 -1.65  -0.1086
8 O -3.76 3.77 -0.97  -0.4942
9 O 0.93 -0.06 -3.43  -0.6977
10 O -1.37 0.69 -3.93  -0.5840
11 N 2.34 0.72 -0.56  1.3343
12 N 1.66 -1.59 0.58  -0.8331
13 N -0.23 -1.94 -1.40  -0.2408
14 N -0.17 -0.04 2.03  -0.3531
15 N -2.05 -0.36 0.04  -0.5485
16 N -3.13 5.93 -0.69  -0.4031
17 N -0.30 2.26 0.57  0.6826
18 C -2.97 4.60 -0.54  0.0985
19 C -1.13 4.84 1.24  -0.4221
20 C 0.28 2.94 1.57  -0.0336
21 C -6.30 0.45 1.61  -1.3294
22 C -1.78 3.00 4.97  -0.9176
23 C 1.04 -5.76 -3.47  -1.2082
24 C 0.27 -3.38 -3.14  0.8062
25 C 4.71 -3.66 -0.15  -1.2696
26 C -5.25 -0.02 -1.90  -1.2306
27 C -2.48 0.76 2.16  -0.6173
28 C 3.03 0.24 -1.61  -0.3845
29 C 0.46 2.53 -3.45  0.3762
30 C -1.76 4.13 0.23  -0.2485
31 C 4.15 0.87 -2.12  -1.1703
32 C -1.81 1.47 5.06  -1.2115
33 C 1.06 -4.32 -4.00  -1.3965
34 C 3.65 -2.77 0.42  1.0203
35 C 1.23 -0.73 6.26  -1.2072
36 C -2.53 -1.46 -2.08  -0.7155
37 C -2.88 -0.64 -1.04  0.3665
38 C -1.31 2.85 -0.07  -0.3796
39 C -1.91 -2.47 -5.61  -1.0311
40 C 1.98 -2.98 -1.40  -1.1057
41 C 3.69 -2.08 1.59  1.0293
42 C 2.46 -1.37 1.70  0.3805
43 C 4.59 2.04 -1.52  -0.3796
44 C 0.75 -2.76 -1.95  0.1949
45 C 2.81 1.82 0.03  -0.2033
46 C -4.16 -0.02 -0.88  0.4949
47 C 5.55 -0.70 2.57  -1.0558
48 C 0.85 -0.08 2.98  -0.1257
49 C 0.41 0.49 4.22  0.9008
50 C 3.92 2.51 -0.40  -1.2018
51 C -0.89 0.84 4.05  0.7068
52 C 4.80 -2.04 2.60  -1.2152
53 C 2.40 -2.46 -0.20  0.0295
54 C -2.86 0.37 0.90  -0.2504
55 C -0.09 4.22 1.92  -2.2219
56 C -1.33 -2.09 -2.25  0.0406
57 C -5.26 1.37 0.96  -1.4851
58 C -1.24 0.52 2.70  0.3856
59 C 5.79 -2.86 -0.89  -0.9112
60 C -4.15 0.61 0.33  1.0790
61 C -1.96 -3.41 -4.40  -1.2980
62 C -1.02 -2.99 -3.31  0.7789
63 C 1.24 0.58 5.47  -1.4073
64 C 2.08 -0.65 2.79  -0.9796
65 C -4.97 1.02 -3.00  -0.8265
66 H 0.65 -4.29 -5.01  0.4535
67 H -4.92 2.02 -2.57  0.1686
68 H -1.70 -4.42 -4.71  0.4686
69 H 4.67 0.45 -2.98  0.6471
70 H -2.98 -3.46 -4.01  0.4861
71 H -2.42 6.59 -0.43  0.1669
72 H 0.85 1.38 6.09  0.4910
73 H 6.00 -0.53 1.59  0.2608
74 H 4.25 3.40 0.12  0.5728
75 H 1.04 2.43 2.14  0.8576
76 H -7.12 1.03 2.04  0.4471
77 H -3.21 1.26 2.77  0.5030
78 H -6.72 -0.24 0.88  0.3235
79 H -2.09 -1.43 -5.31  0.1533
80 H -2.67 -2.75 -6.34  0.4524
81 H -2.13 3.34 3.99  0.0912
82 H -5.76 1.00 -3.75  0.4738
83 H 2.78 -0.60 3.61  0.6402
84 H 2.68 -0.67 -2.07  0.6095
85 H 1.86 -0.64 7.15  0.4428
86 H 4.39 -2.21 3.60  0.4897
87 H -1.50 1.16 6.06  0.4269
88 H -5.74 1.98 0.19  0.4849
89 H -1.82 2.31 -0.85  0.5327
90 H -2.43 3.44 5.73  0.4827
91 H -3.29 -1.63 -2.84  0.4193
92 H -5.35 -1.02 -2.34  0.6005
93 H -0.77 3.38 5.13  0.2615
94 H -6.20 0.21 -1.42  0.3411
95 H 5.35 -2.24 -1.68  0.1990
96 H 4.89 0.14 2.79  0.2125
97 H 4.27 -4.39 -0.83  0.3690
98 H 1.64 -6.41 -4.11  0.4256
99 H 2.64 -3.65 -1.92  0.5380
100 H -3.92 6.26 -1.22  0.2611
101 H 2.29 2.15 0.91  -0.0158
102 H -5.85 -0.15 2.41  0.3006
103 H -1.46 5.83 1.52  0.5112
104 H -4.02 0.82 -3.50  0.0961
105 H 6.35 -0.70 3.31  0.4691
106 H 5.49 -2.85 2.40  0.3439
107 H -2.83 1.10 4.92  0.5048
108 H 0.02 -6.15 -3.45  0.3364
109 H 1.43 -5.82 -2.45  0.2975
110 H 6.33 -2.20 -0.21  0.2006
111 H 2.09 -3.96 -4.07  0.4380
112 H 0.41 4.72 2.74  0.5794
113 H -0.94 -2.51 -6.10  0.3103
114 H 6.52 -3.53 -1.36  0.4654
115 H 0.22 -0.99 6.58  0.3382
116 H -4.87 2.07 1.71  0.5027
117 H 1.61 -1.56 5.66  0.2820
118 H 2.26 0.85 5.21  0.4543
119 H 5.18 -4.23 0.65  0.5253

Summary:
Kohn-Sham gap	5.49	eV
net charge	+2

| no. | calculated total energy (eV) |
| --- | --- |
| 1 | -20256.7872 |
| 2 | -91579.9184 |
| 3 | -159848.5842 |